(1)
{
  "formula": "C5H19NO5",
  "method": "ωB97M-V with the def2-TZVPD basis set",
  "de_lowest_ev": 2.150,
  "multiplicity": 1,
  "e_tot_ev": -17219.1104,
  "smiles": "CNCCCC=O.O.O.O.O",
  "homo_ev": -9.6,
  "symbols": ["C", "N", "C", "C", "C", "C", "O", "H", "H", "H", "H", "H", "H", "H", "H", "H", "H", "H", "O", "H", "H", "O", "H", "H", "O", "H", "H", "O", "H", "H"],
  "positions_angstrom": [[-2.950, -0.033, 0.928], [-1.575, 0.235, 1.461], [-0.481, -0.694, 0.924], [0.833, 0.015, 1.209], [1.908, -0.758, 2.033], [2.576, -1.750, 1.171], [2.463, -2.927, 1.422], [-3.662, 0.568, 1.497], [-2.890, 0.021, -0.196], [-3.276, -1.040, 1.285], [-1.475, 0.111, 2.479], [-0.711, -0.574, -0.135], [-0.600, -1.623, 1.444], [1.287, 0.487, 0.318], [0.704, 1.000, 1.733], [1.424, -1.068, 2.953], [2.692, -0.102, 2.519], [3.291, -1.517, 0.348], [0.874, -2.249, -3.197], [1.261, -1.457, -2.775], [0.506, -2.739, -2.463], [-1.355, 2.691, -0.361], [-1.848, 3.324, 0.154], [-1.397, 1.853, 0.148], [-0.693, 2.231, -2.723], [-1.545, 1.921, -2.374], [-0.312, 2.927, -2.203], [1.790, 0.169, -2.284], [0.880, 0.514, -2.271], [2.280, 0.467, -3.043]],
  "forces_ev_per_a": [[1.22, -1.66, 1.34], [0.48, -0.25, -0.07], [-1.46, 3.22, 0.29], [1.80, 2.13, 0.61], [-0.02, 2.45, 0.09], [0.74, -1.96, 0.93], [-0.15, -0.48, -0.33], [0.08, 0.76, -0.87], [-0.61, 0.19, 1.30], [0.18, 0.11, -0.94], [-0.82, 0.46, -0.55], [0.36, -1.40, -0.23], [0.23, -1.05, -0.55], [-0.07, -0.96, -0.20], [-0.69, -1.02, 0.13], [-0.12, -1.33, -0.21], [-0.60, -0.04, -1.21], [-0.62, 0.84, 0.19], [0.05, 0.20, 0.05], [0.01, -0.21, -0.23], [-0.11, -0.31, 0.13], [-0.08, -0.48, 0.44], [-0.22, 0.20, 0.35], [0.11, 0.46, 0.29], [0.15, -1.45, -1.79], [0.76, 0.89, 0.28], [-0.53, 0.19, 0.78], [-0.33, -0.47, 1.18], [0.49, 0.48, -0.65], [-0.23, 0.48, -0.53]],
  "mulliken_charge": [-0.86, -0.51, -0.49, -0.72, -0.66, -0.01, -0.49, 0.31, 0.27, 0.34, 0.25, 0.29, 0.51, 0.34, 0.36, 0.35, 0.35, 0.36, -0.67, 0.37, 0.31, -0.63, 0.24, 0.42, -0.67, 0.31, 0.31, -0.67, 0.42, 0.26]
}

(2)
{
  "formula": "C5H19O7S",
  "method": "ωB97M-V with the def2-TZVPD basis set",
  "multiplicity": 1,
  "e_tot_ev": -30662.7409,
  "total_charge": -1,
  "homo_ev": -6.2,
  "symbols": ["O", "C", "O", "C", "C", "C", "S", "C", "H", "H", "H", "H", "H", "H", "H", "H", "H", "H", "H", "O", "H", "H", "O", "H", "H", "O", "H", "H", "O", "H", "H", "O"],
  "positions_angstrom": [[-0.630, -0.376, -0.875], [0.628, -0.215, -1.192], [0.874, 0.285, -2.314], [1.771, -0.504, -0.154], [1.871, 0.498, 1.038], [0.576, 0.684, 1.687], [0.681, 2.261, 2.660], [0.109, 3.322, 1.224], [1.503, -1.527, 0.145], [2.633, -0.586, -0.780], [2.698, 0.055, 1.581], [2.224, 1.490, 0.759], [0.313, -0.075, 2.414], [-0.436, 0.628, 1.245], [0.905, 3.714, 0.634], [-0.383, 4.228, 1.674], [-0.654, 2.981, 0.489], [2.580, -0.135, -2.423], [3.715, -1.067, -2.881], [3.516, -0.135, -2.803], [-0.064, -1.929, 1.393], [-0.877, -1.532, 0.141], [-0.946, -2.060, 1.047], [-1.430, -3.139, -0.954], [-0.818, -2.290, -2.103], [-0.917, -3.199, -1.768], [-3.639, -1.776, 0.395], [-4.120, -0.354, 0.238], [-4.459, -1.275, 0.447], [-2.702, 0.799, -1.012], [-1.772, 0.561, 0.103], [-2.749, 0.667, -0.055]],
  "forces_ev_per_a": [[2.05, -0.69, 0.09], [-1.94, 1.77, -0.68], [1.19, -0.82, 1.04], [-2.14, -0.17, -1.25], [0.79, -1.23, -3.03], [-1.79, 0.36, 3.31], [-1.37, 0.11, -1.76], [-1.25, 1.37, 1.00], [0.38, 0.21, 0.55], [0.95, 0.16, 0.40], [-0.28, 0.18, 1.14], [0.17, -0.17, -0.69], [0.70, -0.41, 0.69], [1.32, 0.68, -0.93], [0.95, 0.02, -0.29], [0.51, -0.75, -0.18], [0.48, -0.76, 0.95], [0.76, 0.65, -1.27], [0.19, -0.28, -0.14], [-0.77, -0.08, 0.60], [0.13, -0.20, 0.22], [-0.02, -0.31, 1.68], [-0.32, 0.38, -1.38], [0.23, 0.19, -0.03], [-0.22, -0.32, 0.47], [0.05, -0.01, -0.54], [0.01, -0.03, 0.15], [-0.27, -1.44, 0.49], [0.01, 0.98, -0.35], [-0.16, -0.11, 0.08], [-1.23, -0.37, -0.24], [0.87, 1.11, -0.11]],
  "mulliken_charge": [-0.68, 0.71, -0.77, -0.87, -0.50, -0.12, -0.14, -0.88, 0.19, 0.68, 0.23, 0.35, 0.52, -0.29, 0.33, 0.31, 0.25, 0.31, 0.28, -0.72, 0.22, 0.36, -0.74, 0.33, 0.35, -0.67, 0.33, 0.43, -0.71, 0.30, 0.38, -0.80]
}